No. 1
Computed, not measured: a single C3H6N2O2S2 molecule, with ωB97M-V with the def2-TZVPD basis set.

## Properties
**F_max**: 0.086 Eh/bohr
**2S+1**: 1
**Structure (SMILES)**: NS(=O)(=O)N1C=CCS1
**Gap between HOMO and LUMO**: 8.715 eV
**Total energy**: -31950.8454 eV

```
15
C3H6N2O2S2 ωB97M-V with the def2-TZVPD basis set
N -2.55162 1.25841 -0.27874
S -1.41044 -0.01160 0.11987
O -2.01574 -1.24042 -0.13017
O -0.84938 0.31540 1.40381
N 0.14169 0.19470 -1.14620
C 0.78101 -1.00799 -0.96684
C 1.65367 -1.14278 0.02647
C 1.82926 0.10016 0.87274
S 1.09231 1.32932 -0.29254
H -3.08704 1.08780 -1.13345
H -2.21386 2.13645 0.03334
H 0.58778 -1.85000 -1.65078
H 2.04495 -1.98088 0.37253
H 1.19147 0.33473 1.74609
H 2.80595 0.47670 1.02388
```

=====

No. 2
Computed, not measured: a molecular structure, C3H16N2O3, with ωB97M-V with the def2-TZVPD basis set.

## Properties
**F_max**: 0.076 Eh/bohr
**2S+1**: 1
**Gap between HOMO and LUMO**: 6.801 eV
**Total energy**: -12486.5459 eV

```
24
C3H16N2O3 ωB97M-V with the def2-TZVPD basis set
C 1.53293 -2.36935 -0.20055
C 1.32408 -1.36675 0.88493
N -0.06816 -0.62425 0.87383
C 0.12559 0.49949 1.82803
N -1.21249 1.89045 0.22594
H 1.68125 -1.72256 -1.05852
H 2.51539 -2.90161 -0.06173
H 0.69277 -3.03440 -0.33782
H 2.10594 -0.62194 0.94526
H 1.31227 -1.96746 1.83061
H -0.14693 -0.04329 -0.01811
H -0.62869 0.34315 2.57973
H 1.14439 0.58076 2.28288
H -0.51209 1.29993 0.89484
H -2.20126 1.94553 0.56574
H 1.98580 1.59503 -1.09176
H 0.58864 1.32372 -1.79166
O 1.51623 0.94265 -1.64194
H -1.84427 1.02855 -2.22302
H -1.14854 2.04509 -1.17942
O -1.19054 1.73809 -2.28434
H -2.14200 0.49676 -0.19628
H -2.74978 -0.94800 -0.14485
O -2.68054 -0.12961 -0.68178
```

=====

No. 3
Computed, not measured: a single C4H6O2 molecule, with ωB97M-V with the def2-TZVPD basis set.

## Properties
**F_max**: 0.011 Eh/bohr
**2S+1**: 1
**Gap between HOMO and LUMO**: 9.338 eV
**Total energy**: -8337.2633 eV

```
12
C4H6O2 ωB97M-V with the def2-TZVPD basis set
C -1.61595 -0.20789 0.93914
C -0.11155 -0.35646 0.75807
C 0.30855 -0.06100 -0.65004
O -0.36745 -0.03674 -1.62698
C 2.29504 0.97820 -0.00028
O 1.71854 0.13922 -0.82971
H -1.92755 0.82606 0.76082
H -2.16161 -0.84787 0.24075
H -1.89800 -0.47846 1.96004
H 0.21916 -1.38474 0.96227
H 0.46155 0.29381 1.42458
H 3.34002 1.00618 -0.38940
```

=====

No. 4
Computed, not measured: a single C6H8O2 molecule, with ωB97M-V with the def2-TZVPD basis set.

## Properties
**F_max**: 0.081 Eh/bohr
**2S+1**: 1
**Structure (SMILES)**: CC(=O)[C@H]1OC12CC2
**Gap between HOMO and LUMO**: 10.456 eV
**Total energy**: -10442.8198 eV

```
16
C6H8O2 ωB97M-V with the def2-TZVPD basis set
C 2.03739 0.41153 -1.93526
C 0.66083 -0.15622 -1.42974
O -0.31575 -0.51234 -2.05446
C 0.64483 0.11385 0.05958
O -0.10349 1.25354 0.46429
C -0.66623 0.13271 0.83721
C -2.00604 -0.45596 0.72661
C -1.28795 -0.35342 2.13702
H 2.28031 1.25997 -1.32275
H 2.06941 0.50693 -2.99424
H 2.81635 -0.25598 -1.61148
H 1.55161 0.11295 0.69821
H -1.99621 -1.46730 0.30007
H -2.97898 0.11118 0.54023
H -1.86492 0.45667 2.87611
H -0.84116 -1.15810 2.70863
```

=====

No. 5
Computed, not measured: 2 unconnected molecules or ions with the total composition C4H7NO, with ωB97M-V with the def2-TZVPD basis set.

## Properties
**F_max**: 0.024 Eh/bohr
**2S+1**: 1
**Gap between HOMO and LUMO**: 11.280 eV
**Total energy**: -7796.0985 eV

```
13
C4H7NO ωB97M-V with the def2-TZVPD basis set
C -1.68794 -0.82890 -1.72582
N -1.46401 0.45227 -1.16562
C -1.23974 1.43742 -0.57553
C 0.98150 0.77080 1.14348
C 0.57915 -0.20321 2.15304
O 0.30643 -0.43512 0.78585
H -1.24279 -1.58316 -1.07206
H -1.23120 -0.88485 -2.71675
H -2.76360 -0.99805 -1.81565
H 0.42387 1.70269 1.06498
H 2.00127 0.81363 0.77087
H 1.32075 -0.85048 2.61405
H -0.30790 0.01038 2.74935
```

=====

No. 6
Computed, not measured: a molecular structure, C5H9BrCuO2Si2, with ωB97M-V with the def2-TZVPD basis set.

## Properties
**F_max**: 0.022 Eh/bohr
**2S+1**: 2
**Net charge**: +2
**Gap between HOMO and LUMO (alpha / beta)**: 9.027 / 5.991 eV
**Total energy**: -139843.2045 eV

```
20
C5H9BrCuO2Si2 ωB97M-V with the def2-TZVPD basis set
C -1.20832 -3.00585 -1.00328
C -0.22946 -2.25499 -0.98953
C 0.82068 -1.34800 -0.97048
Si 0.19136 0.31640 -0.09649
C 1.19950 0.75391 1.44468
C 0.73782 0.23451 2.77067
O 1.01562 0.81200 3.78868
Br -0.27949 -1.40538 2.88821
O 0.34436 1.52678 -1.15604
Si -0.84481 1.71923 -2.36683
H -2.13361 -3.49877 -1.21630
H 1.04086 -1.08853 -2.01061
H 1.70302 -1.75832 -0.47623
H -1.22742 0.14868 0.25531
H 1.14991 1.84013 1.51945
H 2.25549 0.51255 1.31488
H -1.74135 0.53870 -2.30334
H -0.20431 1.76583 -3.68401
H -1.56957 2.95468 -2.05336
Cu -1.07417 1.16982 4.27479
```

=====

No. 7
Computed, not measured: 2 unconnected molecules or ions with the total composition C20H33BrN3O, with ωB97M-V with the def2-TZVPD basis set.

## Properties
**F_max**: 0.037 Eh/bohr
**2S+1**: 1
**Net charge**: +1
**Gap between HOMO and LUMO**: 7.862 eV
**Total energy**: -97828.3022 eV

```
58
C20H33BrN3O ωB97M-V with the def2-TZVPD basis set
C -2.61870 -4.76356 0.49856
C -2.28459 -3.95910 -0.49338
C -1.33600 -2.79030 -0.30910
C 0.08908 -3.43493 -0.40332
C 1.16700 -2.48483 -0.86030
C 1.24641 -2.08213 -2.20273
C 2.21719 -1.18208 -2.62674
C 3.13682 -0.66454 -1.70859
C 4.17279 0.33436 -2.17210
C 3.07797 -1.08514 -0.38271
C 2.10059 -1.98779 0.04526
C -1.65367 -2.09305 1.02958
N -1.30480 -0.69634 0.70756
C -0.82714 0.24633 1.72874
C 0.32442 -0.24260 2.61645
C 1.65346 0.46059 2.28013
C -0.03477 0.09181 4.07198
C -1.17573 -0.51238 -0.57006
N -0.76659 0.61639 -1.18017
N -1.48773 -1.69487 -1.27416
Br -3.15887 -1.49257 -2.11743
H -3.34182 -5.53731 0.31272
H -2.17818 -4.69621 1.48075
H -2.66371 -4.17987 -1.47924
H 0.02696 -4.29977 -1.05209
H 0.31978 -3.77446 0.60221
H 0.52404 -2.50195 -2.88490
H 2.25800 -0.88399 -3.66157
H 4.50517 0.05997 -3.16698
H 4.99841 0.35161 -1.47227
H 3.71509 1.31663 -2.24537
H 3.78514 -0.70580 0.34028
H 2.06324 -2.32130 1.07109
H -1.19986 -2.48845 1.92165
H -2.74066 -2.09963 1.08456
H -1.67496 0.54383 2.34033
H -0.49948 1.14223 1.21654
H 0.49527 -1.31407 2.55605
H 2.47377 -0.22749 2.45744
H 1.79828 1.31892 2.92616
H 1.71831 0.74900 1.23560
H -0.97642 -0.37830 4.34752
H 0.75480 -0.19253 4.75494
H -0.21209 1.16332 4.13203
H 0.20830 0.84461 -1.24989
H -1.43858 1.23439 -1.60871
C -1.77131 4.26564 0.25294
C -0.85176 4.33602 -0.95644
C -0.84022 5.72334 -1.57304
O -1.25087 3.36533 -1.93699
H -2.80012 4.49565 -0.03536
H -1.76873 3.26119 0.68216
H -1.46527 4.97266 1.02370
H 0.16190 4.05915 -0.66190
H -1.84137 5.99655 -1.91610
H -0.17784 5.75339 -2.43767
H -0.50756 6.47109 -0.85353
H -2.14276 3.59334 -2.22411
```

=====

No. 8
Computed, not measured: a molecular structure, C16H27FeN5O3Se, with ωB97M-V with the def2-TZVPD basis set.

## Properties
**F_max**: 0.026 Eh/bohr
**2S+1**: 6
**Net charge**: +1
**Gap between HOMO and LUMO (alpha / beta)**: 8.046 / 6.528 eV
**Total energy**: -130350.5878 eV

```
53
C16H27FeN5O3Se ωB97M-V with the def2-TZVPD basis set
Fe 0.10299 0.28374 1.19241
O -0.17567 -1.71888 -0.32037
C 1.06032 -2.42156 -0.53098
C 2.10986 -1.92640 0.43761
C 1.88610 -2.49372 1.83985
C 2.29980 -1.55763 2.93414
C 3.12737 -1.94279 3.97574
C 3.37536 -1.05378 5.00909
C 2.76647 0.18928 4.98606
C 1.96103 0.50958 3.90860
N 1.73841 -0.33984 2.89968
H -0.75301 -2.23257 0.27360
H 1.36699 -2.21867 -1.55844
H 0.90317 -3.49606 -0.42357
H 2.05092 -0.83085 0.45770
H 3.10706 -2.18345 0.07571
H 2.38786 -3.45562 1.93670
H 0.81192 -2.65527 1.98972
H 3.56749 -2.93077 3.97867
H 4.01959 -1.33411 5.83215
H 2.90315 0.89990 5.78850
H 1.45681 1.46244 3.84445
C -2.32862 4.85788 2.91144
O -1.18539 4.00951 3.07125
C -1.01729 2.94533 2.31448
O -0.09590 2.17517 2.52086
N -1.89855 2.71742 1.30284
N -1.70717 1.57248 0.52289
H -2.27370 5.57091 3.72575
H -3.25655 4.29084 2.99554
H -2.29468 5.39792 1.96368
H -2.64259 3.35409 1.07721
H -1.40696 1.82580 -0.41200
H -2.55504 1.01685 0.48978
N 0.60918 1.01203 -1.07038
C 0.15662 0.70265 -2.09622
N -0.35919 0.39652 -3.25253
C -1.81591 0.55426 -3.44930
C -2.17547 0.11113 -4.85777
C -1.82289 -1.36709 -5.06927
C -0.41908 -1.70491 -4.50948
C 0.38198 -0.44393 -4.21253
H -2.08957 1.59983 -3.29616
H -2.35240 -0.05487 -2.71463
H -1.64355 0.72940 -5.58305
H -3.24167 0.27252 -5.01176
H -1.87433 -1.59291 -6.13344
H -2.56650 -1.98836 -4.56891
H 0.14111 -2.31047 -5.22139
H -0.51115 -2.27885 -3.58523
H 0.55507 0.12953 -5.12380
H 1.35146 -0.68601 -3.78161
Se -1.73526 -1.36759 2.52671
```